[1]
DFT (ωB97M-V with the def2-TZVPD basis set) results for one molecule with the formula C2H5NS2.

```
10
Properties=species:S:1:pos:R:3:mulliken_charge:R:1
H 0.62 1.99 0.18 0.266
S 1.44 -0.35 -0.41 0.020
H 2.25 1.77 0.00 0.305
H 1.64 1.18 1.60 0.270
H 0.26 -2.17 0.55 0.267
N 0.06 -1.21 0.28 -0.264
S -1.75 0.63 -0.20 -0.380
C 1.47 1.26 0.48 -0.787
C -1.20 -0.77 0.31 0.045
H -1.79 -1.64 0.73 0.259
```

Values from the calculation:
**Orbital gap**: 9.06 eV
**Total charge**: 0
**LUMO energy**: 0.58 eV
**Energy relative to the best compared isomer or geometry (same formula, charge and spin)**: 30.2 kcal per mole
**Spin multiplicity**: 1
**SMILES**: CSNC=S
**Total energy**: -930.29132 Eh
**Highest occupied orbital energy**: -8.484 eV

=====

[2]
DFT (ωB97M-V with the def2-TZVPD basis set) results for one molecule with the formula C5H9O2P.

```
17
Properties=species:S:1:pos:R:3:mulliken_charge:R:1
H 3.57 -1.38 0.21 0.221
C 0.63 1.58 0.21 -0.733
H -2.22 0.03 -0.50 0.431
H -0.91 -2.52 1.25 0.341
H -1.31 -2.01 -0.91 0.368
H 1.04 1.98 1.10 0.261
C -1.21 0.11 -0.63 -0.921
C 2.91 -0.39 0.30 -0.820
C -0.95 1.25 0.34 -0.498
H -1.30 0.90 1.28 0.319
P 1.32 -0.12 0.28 0.825
C -0.81 -1.33 -0.21 0.123
H -1.43 2.21 0.17 0.401
H -1.12 0.27 -1.67 0.401
O 0.61 -1.60 -0.40 -0.486
H 3.49 0.46 0.64 0.242
O -1.04 -1.54 1.10 -0.474
```

Values from the calculation:
**Orbital gap (alpha / beta)**: 7.77 / 7.78 eV
**Total charge**: 0
**LUMO energy (alpha / beta)**: 0.13 / 0.13 eV
**Energy relative to the best compared isomer or geometry (same formula, charge and spin)**: 108.9 kcal per mole
**Spin multiplicity**: 1
**SMILES**: C=P1=CCC[C@H](O)O1
**Total energy**: -687.58588 Eh
**Highest occupied orbital energy (alpha / beta)**: -7.647 / -7.648 eV

=====

[3]
DFT (ωB97M-V with the def2-TZVPD basis set) results for C42H50BrF4NPSi2Y as an isolated structure.

```
102
Properties=species:S:1:pos:R:3:mulliken_charge:R:1
H 5.12 -0.43 2.71 0.393
H -1.12 3.82 1.45 0.458
C 0.42 -4.51 1.75 -1.971
C 1.00 3.25 -3.05 -0.196
C 1.94 2.95 1.72 0.106
C -1.54 -4.10 -1.14 -1.168
Si -2.83 0.07 0.60 -0.431
C -2.36 -0.76 -2.83 -0.998
C 2.84 2.29 -4.28 -0.847
C -2.26 2.48 -1.53 -0.840
H -1.62 -5.12 -0.77 0.562
H -1.64 1.41 2.30 0.188
H -4.34 -2.73 -1.86 0.342
C 1.25 3.43 0.62 -0.676
H 2.31 -0.65 4.70 0.487
H 1.40 -1.03 -3.42 0.427
H -1.71 -2.87 2.24 -0.422
H -0.29 -4.55 0.93 -0.026
C 2.05 5.65 1.22 0.337
C -4.69 0.16 0.46 -1.257
H -5.03 -2.47 -0.25 0.340
H -2.49 1.31 -0.14 0.117
C -4.31 3.88 -1.33 -0.723
Br 2.07 1.10 2.08 0.167
H -0.11 -0.78 -5.36 0.565
C 2.71 5.13 2.33 0.486
C 0.33 -0.96 -3.29 -0.437
C 1.20 2.34 -2.02 0.988
H -3.42 -0.68 -2.61 0.791
H -4.58 -4.09 -0.77 0.418
N -0.13 -1.01 -2.02 1.712
H 3.93 -0.37 4.11 0.307
H -0.25 -2.92 3.88 0.457
H 0.21 3.99 -2.99 0.323
C -3.04 4.26 0.83 -0.602
H -4.99 4.99 0.29 0.392
C -2.09 0.41 2.31 -0.776
P 0.28 2.30 -0.46 0.779
H 4.49 -0.99 -0.74 0.506
C 3.06 1.39 -3.25 -0.553
H 1.64 3.92 -4.98 0.484
C 1.34 4.80 0.39 0.470
C 3.54 -1.54 1.72 0.771
H 4.81 0.08 1.06 0.353
C 0.81 -2.79 4.09 -2.363
H -3.23 4.64 1.83 0.435
C -1.28 3.30 -0.72 0.233
Si -2.55 -2.88 -0.13 0.198
H 1.15 -3.70 4.60 0.427
H 2.93 -4.53 -0.82 0.441
H -3.78 2.54 -2.95 0.485
C -2.62 -3.19 1.72 -0.384
C 1.34 -3.32 1.69 1.213
C 2.24 1.41 -2.14 -0.650
F 3.32 3.27 3.61 -0.295
C 2.76 -1.73 2.88 1.073
H -0.15 -4.55 2.68 0.486
C 3.14 -2.14 0.51 1.230
F 2.11 6.94 0.97 -0.260
C 2.09 -3.09 0.51 0.822
C -4.17 4.40 -0.09 -0.467
H 1.02 -5.42 1.70 0.461
H -1.32 -0.31 2.62 0.072
H -5.24 -0.64 0.95 0.450
F 0.74 5.36 -0.66 -0.347
H -5.23 4.12 -1.85 0.369
Y 0.50 -0.84 0.19 -1.017
C -4.28 -3.03 -0.81 -1.099
C -1.47 -0.95 -1.77 -0.645
C 3.93 -1.93 -0.76 -1.961
H 1.21 -4.76 -0.57 0.675
H -1.76 1.81 -2.23 0.295
H 1.79 -3.48 -1.63 0.188
C -1.81 3.80 0.61 -0.733
C -3.42 2.96 -2.02 -0.324
H 5.64 -1.43 1.37 0.411
H -2.57 -0.56 -4.94 0.543
H 4.65 -2.73 -0.90 0.532
F 3.40 5.92 3.12 -0.256
H 3.52 -1.90 4.87 0.462
H -1.92 -4.09 -2.16 0.486
C 2.66 3.77 2.57 0.322
H 2.45 0.72 -1.32 0.160
C -1.88 -0.70 -4.11 -0.871
C -1.78 -1.16 -0.34 2.039
C 3.16 -1.12 4.20 -2.360
H 3.29 -1.93 -1.64 0.261
H -1.00 4.14 -1.36 0.915
H -2.84 0.41 3.10 0.565
H 0.90 -1.98 4.80 0.408
H 3.47 2.28 -5.16 0.447
C 1.81 3.21 -4.18 -0.753
H -2.78 -4.25 1.95 0.428
H -4.98 0.18 -0.59 0.393
H -3.45 -2.64 2.16 0.493
C 4.84 -0.78 1.72 -2.215
C 1.98 -4.01 -0.69 -2.072
H 3.88 0.68 -3.31 0.513
H -0.48 -3.84 -1.20 -0.072
C -0.51 -0.81 -4.36 -1.341
C 1.62 -2.57 2.84 1.368
H -4.99 1.11 0.91 0.382
```

Values from the calculation:
**Orbital gap**: 6.44 eV
**Total charge**: +2
**LUMO energy**: -5.74 eV
**Energy relative to the best compared isomer or geometry (same formula, charge and spin)**: 2.0 kcal per mole
**Spin multiplicity**: 1
**Total energy**: -5616.85605 Eh
**Highest occupied orbital energy**: -12.181 eV

=====

[4]
DFT (ωB97M-V with the def2-TZVPD basis set) results for one molecule with the formula C3H3FO.

```
8
Properties=species:S:1:pos:R:3:mulliken_charge:R:1
C -0.42 -0.59 -0.45 -0.571
O 2.01 -0.62 0.01 -0.407
F -0.23 2.02 -0.17 -0.264
H -0.36 0.60 1.50 0.293
H -0.69 -0.53 -1.43 0.313
C 0.90 -0.33 -0.05 0.424
C -0.12 0.76 0.40 0.013
H -1.09 -1.31 0.18 0.200
```

Values from the calculation:
**Orbital gap**: 9.80 eV
**Total charge**: 0
**LUMO energy**: 0.46 eV
**Energy relative to the best compared isomer or geometry (same formula, charge and spin)**: 38.4 kcal per mole
**Spin multiplicity**: 1
**SMILES**: O=C1C[C@@H]1F
**Total energy**: -291.11456 Eh
**Highest occupied orbital energy**: -9.339 eV

=====

[5]
DFT (ωB97M-V with the def2-TZVPD basis set) results for one molecule with the formula CH4N2S.

```
8
Properties=species:S:1:pos:R:3:mulliken_charge:R:1
S -0.08 0.61 1.66 -0.198
H -1.12 -1.21 0.56 0.262
H 1.10 0.14 2.05 0.153
N -0.48 -0.46 0.35 -0.271
H -0.60 -1.01 -1.55 0.268
H 0.75 1.40 -0.68 0.217
C -0.12 -0.21 -0.94 0.170
N 0.56 0.74 -1.45 -0.601
```

Values from the calculation:
**Orbital gap**: 10.24 eV
**Total charge**: 0
**LUMO energy**: 0.66 eV
**Energy relative to the best compared isomer or geometry (same formula, charge and spin)**: 26.4 kcal per mole
**Spin multiplicity**: 1
**SMILES**: [H]/N=C\NS
**Total energy**: -548.16974 Eh
**Highest occupied orbital energy**: -9.580 eV

=====

[6]
DFT (ωB97M-V with the def2-TZVPD basis set) results for a 17-piece molecular cluster, C6H43N2O16 overall.

```
67
Properties=species:S:1:pos:R:3:mulliken_charge:R:1
H -4.36 3.76 -19.90 0.308
H 0.64 2.04 -16.94 0.315
O -0.09 2.61 -17.18 -0.643
H -6.19 0.93 -22.97 0.323
N -1.06 -2.42 -19.47 0.229
O 2.06 -9.14 -17.64 -0.647
C -0.63 -2.31 -21.94 -1.043
O -7.92 0.60 -14.36 -0.639
H -0.31 -3.29 -22.28 0.331
H -3.09 -1.55 -19.52 0.447
O 4.90 -1.63 -25.26 -0.634
H -7.21 -5.89 -21.23 0.313
H -3.78 -9.15 -15.76 0.315
H 0.37 3.19 -25.61 0.321
O 4.06 2.87 -20.47 -0.627
C -0.35 -1.77 -20.49 -0.642
H -0.56 -0.71 -20.42 0.363
H -3.22 1.97 -14.15 0.321
H 1.71 -8.09 -14.06 0.317
H 2.66 -9.27 -18.37 0.322
O -0.36 3.03 -25.00 -0.648
H -11.15 -4.37 -18.16 0.324
H 0.68 -1.73 -20.13 0.418
H -1.71 -2.36 -22.12 0.327
H 4.67 2.99 -21.20 0.321
H -8.15 1.52 -14.46 0.325
H -3.08 4.40 -19.41 0.316
H -9.00 -7.91 -13.78 0.322
H 2.68 0.52 -30.08 0.318
N -2.68 -3.16 -18.05 0.172
H 1.05 4.46 -20.85 0.316
H -4.84 -8.85 -14.72 0.323
H 4.48 -1.19 -26.01 0.327
H -9.76 -8.50 -14.96 0.326
C -3.96 -3.46 -17.48 -0.853
H -10.26 -5.46 -17.60 0.322
C -1.53 -3.95 -17.84 -0.450
O -3.91 -9.02 -14.82 -0.638
H 1.18 -9.07 -13.03 0.319
H -4.68 -2.65 -17.63 0.316
H -0.11 3.51 -24.21 0.322
H 4.62 -1.12 -24.50 0.306
H 1.67 -10.00 -17.48 0.326
H -3.94 -3.69 -16.41 0.336
H -7.55 -7.35 -21.03 0.325
O -9.16 -7.80 -14.72 -0.645
H 2.08 -0.61 -29.27 0.319
O 0.34 5.01 -21.18 -0.634
H 0.50 5.87 -20.78 0.318
H -7.03 0.54 -14.72 0.313
O -4.01 4.56 -19.52 -0.626
O -6.43 0.97 -22.04 -0.642
C -0.52 -3.43 -18.64 -0.314
O -6.97 -6.77 -21.52 -0.638
C -2.42 -2.30 -19.12 -0.246
H -2.51 1.52 -15.41 0.316
O 2.87 -0.08 -29.36 -0.635
H -7.27 0.52 -21.99 0.321
H -1.51 -4.86 -17.26 0.451
O -3.36 1.49 -14.96 -0.633
H -4.45 -4.31 -17.95 0.386
H 0.16 3.47 -16.85 0.325
H -0.24 -1.65 -22.72 0.359
O 1.46 -8.16 -13.14 -0.638
H 0.44 -3.81 -18.94 0.414
H 4.35 2.07 -20.04 0.312
O -10.55 -5.07 -18.43 -0.648
```

Values from the calculation:
**Orbital gap**: 9.56 eV
**Total charge**: +1
**LUMO energy**: -3.33 eV
**Energy relative to the best compared isomer or geometry (same formula, charge and spin)**: 80.5 kcal per mole
**Spin multiplicity**: 1
**Total energy**: -1567.44329 Eh
**Highest occupied orbital energy**: -12.884 eV